Here is one molecule with the formula C24H32N4O3 in a non-equilibrium geometry from the Open Molecules 2025 dataset. Energies are from wB97M-V/def2-TZVPD.

```
63
Properties=species:S:1:pos:R:3:forces:R:3
O -1.2739 -3.3184 2.9039 -0.03 0.02 0.10
O 0.4526 -1.8985 -3.7552 0.08 -0.03 -0.12
O 1.8345 -2.6745 -2.3104 0.06 -0.04 -0.14
N 0.9357 -2.9786 2.4099 0.45 0.09 -0.26
N -1.9228 -1.1586 -3.0259 0.26 -0.01 -0.62
N -1.4077 2.9958 -2.8011 0.09 0.00 -0.15
N 0.7310 -2.2527 -2.6095 0.71 -0.05 -0.49
C -1.5323 -1.5774 -1.8128 0.37 -0.22 -0.12
C 0.1271 -2.6050 -0.3249 -0.11 0.05 0.02
C -1.9800 5.2294 -1.9916 0.04 0.02 -0.40
C 0.9288 -3.8918 4.6744 -0.21 0.01 -0.10
C 1.6013 -3.3554 3.5832 0.06 -0.20 0.46
C 3.7641 -4.4693 7.1234 0.03 0.03 -0.03
C -2.0015 -1.9673 0.5397 0.20 -0.06 -0.03
C -0.7224 -2.5105 0.7530 -0.15 0.02 -0.26
C -2.3540 4.0890 -2.9328 -0.15 0.06 0.30
C -0.3953 -2.9877 2.1315 -0.02 0.07 -0.25
C 3.6590 -3.5541 4.7949 -0.21 -0.04 0.02
C 1.6225 -4.2526 5.8144 0.27 0.05 -0.04
C -3.0942 -0.3680 -3.3083 -0.28 0.35 0.29
C 2.9930 -3.1825 3.6400 -0.03 0.01 -0.02
C -0.5747 5.7425 -2.2992 0.03 -0.04 0.39
C -0.2470 -2.1475 -1.5944 -0.78 0.08 1.04
C -0.0761 3.4427 -3.1704 0.23 -0.01 0.22
C 2.9966 -4.0895 5.8936 -0.07 -0.03 0.04
C -2.9550 1.0800 -2.8203 0.13 -0.13 -0.32
C 3.7606 -2.6084 2.4821 -0.09 -0.05 0.11
C 0.3839 4.5553 -2.2344 -0.11 0.06 -0.41
C -1.8139 1.8112 -3.5329 -0.17 -0.07 0.26
C -0.1605 6.8454 -1.3312 -0.07 -0.14 -0.29
C -2.3871 -1.5090 -0.6879 -0.03 0.02 0.01
H 3.4148 -1.6028 2.2377 0.01 0.08 -0.09
H -3.2340 -0.3770 -4.3911 -0.05 -0.09 0.06
H -3.9035 1.5905 -2.9875 -0.07 0.02 0.06
H -3.3739 -1.0948 -0.8086 -0.09 0.07 -0.03
H -0.0479 3.8051 -4.2152 0.02 -0.04 0.00
H 1.0807 -4.6672 6.6518 -0.05 -0.05 0.09
H -0.1389 -4.0212 4.6236 -0.02 0.00 -0.01
H 1.1046 -3.0595 -0.2504 0.00 0.02 0.03
H 3.6662 -3.2351 1.5941 0.02 0.01 -0.13
H -0.5641 6.1465 -3.3186 -0.01 -0.04 -0.02
H 0.8403 7.2022 -1.5642 0.12 0.08 0.03
H 4.7313 -3.4231 4.8446 0.13 0.03 -0.03
H -2.3851 4.4641 -3.9739 -0.03 -0.05 0.01
H -2.7102 6.0348 -2.0901 -0.04 0.04 0.05
H 4.2350 -3.5903 7.5629 0.05 0.01 0.10
H -0.1626 6.4734 -0.3089 0.01 -0.03 0.15
H 1.3939 4.8648 -2.5092 0.06 0.02 0.04
H 1.5440 -2.6217 1.6886 -0.23 0.01 0.07
H -0.9473 1.1463 -3.5735 -0.02 0.02 -0.05
H -2.7437 1.0899 -1.7503 -0.04 0.02 0.05
H 0.4076 4.1685 -1.2143 0.05 -0.02 0.08
H -2.6754 -1.9227 1.3818 -0.09 0.01 0.05
H 4.8166 -2.5452 2.7314 0.04 0.02 -0.04
H 4.5521 -5.1799 6.8771 0.06 -0.06 0.07
H -0.8482 7.6859 -1.3919 -0.05 0.13 0.05
H -3.9747 -0.8295 -2.8518 0.01 0.00 -0.15
H -3.3494 3.7220 -2.6764 -0.01 0.03 -0.08
H 0.6071 2.5930 -3.0900 -0.04 0.02 -0.08
H 3.1098 -4.9185 7.8659 0.01 -0.04 0.09
H -2.0103 4.8608 -0.9649 -0.04 0.01 0.09
H -1.2199 -1.2376 -3.7563 -0.23 -0.06 0.34
H -2.1071 2.0441 -4.5729 0.05 -0.02 0.00
```
Positions in Å, forces in eV/Å.

Computed properties:
Charge ... 0
LUMO ... -0.60 eV
HOMO ... -8.10 eV
Electronic energy ... -37509.127 eV
Energy relative to the best compared isomer or geometry (same formula, charge and spin) ... 76.8 kcal per mole